The following is a DFT calculation (wB97M-V/def2-TZVPD) of 2 unconnected molecules or ions with the total composition C4H8O in a non-equilibrium geometry.

```
13
Properties=species:S:1:pos:R:3
C 0.75 -0.28 -0.90
C 0.18 -1.17 -0.07
C 0.33 -0.29 1.14
C 0.96 0.75 0.18
H 1.07 -0.30 -1.93
H -0.12 -2.21 -0.22
H -0.60 0.04 1.61
H 1.00 -0.67 1.91
H 0.41 1.69 0.08
H 2.01 0.99 0.39
O -1.92 0.86 -0.91
H -2.71 0.56 -0.42
H -1.36 0.03 -0.87
```

For the LUMO energy, the calculation gives 0.0379 Eh.

Löwdin population analysis, charges in e, atoms 1 to 2: C -0.11; C -0.12

The following is a DFT calculation (wB97M-V/def2-TZVPD) of 2 unconnected molecules or ions with the total composition C4H8O2.

```
14
Properties=species:S:1:pos:R:3
C 0.24 -0.40 2.04
C 0.17 0.80 1.34
O -0.32 1.94 2.00
C 0.63 1.05 0.05
C 0.68 2.27 -0.62
H 0.00 -0.46 3.10
H 0.39 -1.32 1.51
H -0.95 1.61 2.65
H 1.04 0.19 -0.50
H 0.37 3.22 -0.21
H 0.90 2.32 -1.69
H -0.54 -3.69 -3.28
H -1.26 -5.04 -3.41
O -0.88 -4.31 -3.93
```

As for the total charge: -1. As for the spin multiplicity: 2. For the LUMO energy (spin up / spin down), the calculation gives 0.1106 / 0.1104 Eh. As for the expectation value of S²: 0.764.

Löwdin population analysis, charges in e, atoms 1 to 2: C -0.08; C -0.53

The following is a DFT calculation (wB97M-V/def2-TZVPD) of C4H8O2 in the gas phase.

```
14
Properties=species:S:1:pos:R:3
C 0.61 0.94 1.20
C 0.28 -0.42 0.60
O -0.26 -1.22 1.63
C -0.65 -0.28 -0.58
C -0.14 0.09 -1.90
O -0.53 -1.25 -1.62
H -0.30 1.44 1.53
H 1.26 0.80 2.08
H 1.14 1.58 0.48
H 1.20 -0.90 0.22
H -1.08 -1.63 1.33
H -1.69 -0.03 -0.34
H 0.93 0.25 -2.02
H -0.77 0.63 -2.60
```

For the LUMO energy, the calculation gives 0.0376 Eh.

Löwdin population analysis, charges in e, atoms 1 to 2: C -0.04; C -0.41

The following is a DFT calculation (wB97M-V/def2-TZVPD) of a molecular structure, C4H8O2.

```
14
Properties=species:S:1:pos:R:3
C -2.33 -0.03 0.39
O -1.18 -0.57 0.09
C -0.03 0.05 0.26
C 1.16 -0.68 -0.20
C 2.49 -0.10 -0.09
O 2.09 -1.13 0.79
H -3.18 -0.65 0.12
H -2.38 0.67 1.21
H -1.71 1.44 -0.71
H 0.05 0.76 1.08
H -0.91 1.47 -0.77
H 0.96 -1.41 -1.00
H 2.60 0.89 0.37
H 3.26 -0.36 -0.81
```

For the LUMO energy, the calculation gives 0.0194 Eh.

Löwdin population analysis, charges in e, atoms 1 to 2: C -0.09; O -0.13